1.
Entry from the OMol25 dataset: a 8-piece molecular cluster, C46H79NO9 overall in a non-equilibrium geometry (ωB97M-V/def2-TZVPD).

Atoms and positions in Å:
C  0.029  -4.254  -6.885
C  0.874  -3.005  -6.542
C  0.946  -2.850  -4.995
C  0.970  -1.361  -4.538
N  2.173  -1.101  -3.718
C  2.288  0.257  -3.400
C  3.192  1.088  -3.925
C  3.245  2.508  -3.461
O  3.525  3.432  -4.206
C  2.912  2.691  -1.997
C  3.519  3.641  -1.220
C  3.178  3.702  0.109
C  2.271  2.835  0.667
C  1.897  2.894  2.139
C  3.083  2.814  3.143
C  4.371  2.168  2.571
C  3.454  4.257  3.624
C  1.641  1.888  -0.118
C  1.982  1.838  -1.443
C  1.342  0.809  -2.347
O  0.174  0.488  -2.240
H  0.664  -5.139  -6.973
H  -0.724  -4.481  -6.130
H  -0.487  -4.119  -7.842
H  0.501  -2.109  -7.040
H  1.902  -3.194  -6.870
H  1.859  -3.318  -4.616
H  0.070  -3.324  -4.547
H  0.988  -0.669  -5.394
H  0.050  -1.193  -3.978
H  3.015  -1.436  -4.171
H  3.912  0.728  -4.656
H  4.258  4.327  -1.617
H  3.636  4.413  0.788
H  1.366  3.842  2.291
H  1.174  2.100  2.349
H  2.776  2.205  4.004
H  4.201  1.432  1.781
H  4.973  1.707  3.361
H  5.000  2.963  2.154
H  3.016  4.992  2.944
H  4.533  4.408  3.682
H  2.983  4.404  4.602
H  0.908  1.201  0.290
C  0.595  0.242  7.593
C  -0.552  0.902  6.841
C  0.145  2.078  6.181
O  1.497  1.671  5.932
C  1.757  0.448  6.632
H  0.421  -0.808  7.829
H  0.781  0.772  8.525
H  -0.939  0.223  6.078
H  -1.381  1.203  7.478
H  0.170  2.949  6.846
H  -0.326  2.370  5.243
H  1.811  -0.361  5.893
H  2.720  0.516  7.141
C  -2.567  2.885  -4.049
C  -4.081  3.025  -3.961
C  -4.550  1.691  -4.521
O  -3.542  0.732  -4.190
C  -2.370  1.412  -3.720
H  -2.024  3.546  -3.373
H  -2.237  3.090  -5.067
H  -4.387  3.121  -2.915
H  -4.477  3.878  -4.510
H  -4.640  1.728  -5.612
H  -5.507  1.371  -4.105
H  -2.295  1.253  -2.641
H  -1.487  0.985  -4.194
C  -1.423  -1.277  12.039
C  -2.569  -0.620  11.282
C  -1.871  0.562  10.626
O  -0.518  0.158  10.385
C  -0.258  -1.064  11.084
H  -1.593  -2.327  12.272
H  -1.242  -0.745  12.976
H  -2.948  -1.303  10.518
H  -3.402  -0.323  11.916
H  -1.853  1.432  11.291
H  -2.336  0.855  9.684
H  -0.197  -1.872  10.346
H  0.701  -0.991  11.598
C  1.622  -4.975  0.147
C  0.706  -3.890  -0.405
C  1.683  -3.033  -1.196
O  2.712  -3.911  -1.666
C  2.597  -5.174  -1.005
H  1.102  -5.891  0.426
H  2.152  -4.603  1.027
H  -0.033  -4.334  -1.078
H  0.174  -3.329  0.362
H  2.150  -2.272  -0.560
H  1.217  -2.535  -2.042
H  2.213  -5.903  -1.728
H  3.583  -5.502  -0.672
C  1.622  5.020  -7.498
C  1.774  3.655  -6.840
C  0.336  3.308  -6.510
O  -0.481  3.932  -7.508
C  0.315  4.854  -8.260
H  2.457  5.294  -8.141
H  1.513  5.792  -6.732
H  2.177  2.938  -7.562
H  2.416  3.655  -5.963
H  0.050  3.712  -5.534
H  0.149  2.232  -6.509
H  0.486  4.425  -9.254
H  -0.229  5.793  -8.377
C  -4.287  1.628  2.974
C  -3.652  3.012  2.969
C  -3.065  3.090  4.370
O  -2.717  1.752  4.745
C  -3.293  0.834  3.808
H  -4.437  1.209  1.980
H  -5.255  1.665  3.479
H  -2.853  3.051  2.225
H  -4.353  3.818  2.758
H  -3.800  3.464  5.090
H  -2.177  3.723  4.421
H  -2.486  0.431  3.186
H  -3.760  0.008  4.348
C  -2.106  -7.980  -3.055
C  -3.295  -7.370  -3.787
C  -2.655  -6.175  -4.477
O  -1.297  -6.539  -4.751
C  -0.977  -7.742  -4.046
H  -2.236  -9.032  -2.804
H  -1.917  -7.429  -2.130
H  -3.673  -8.075  -4.531
H  -4.119  -7.091  -3.132
H  -2.647  -5.296  -3.823
H  -3.155  -5.909  -5.409
H  -0.910  -8.556  -4.775
H  -0.006  -7.631  -3.560

Calculated values
Multiplicity   1
HOMO level   -8.85 eV
F_max   0.0334 Eh/bohr
Energy   -2531.92301 hartree
Kohn-Sham gap   8.388 eV
Lowest unoccupied orbital energy   -0.017 hartree
Relative energy (zero: lowest compared OMol25 entry of this formula, charge and spin)   64.25 kJ/mol
Charge   0

2.
Entry from the OMol25 dataset: a 7-piece molecular cluster, C46H80BBrClF13NO18S overall in a non-equilibrium geometry (ωB97M-V/def2-TZVPD).

Atoms and positions in Å:
C  3.949  -4.757  -0.180
C  3.195  -4.103  -1.383
O  3.545  -2.737  -1.495
C  2.457  -1.854  -1.717
N  1.702  -1.920  -2.983
C  0.581  -2.878  -2.979
C  2.548  -2.042  -4.146
C  3.268  -3.325  -4.554
O  2.687  -1.103  -4.836
O  3.115  -0.633  -1.872
B  3.485  -0.022  -0.561
C  4.943  -0.444  0.091
C  4.843  -0.619  1.635
C  6.240  -0.719  2.322
O  7.220  -1.257  1.423
C  8.072  -2.166  2.089
C  3.364  1.596  -0.858
C  3.107  2.496  0.366
C  2.641  3.874  -0.162
Cl  4.736  2.829  1.143
O  2.477  -0.680  0.327
C  1.558  -1.457  -0.422
C  0.465  -0.406  -0.775
C  -0.988  -0.959  -0.865
C  -2.043  0.048  -0.363
F  -1.688  1.265  -0.792
F  -2.067  -0.031  0.979
C  -3.425  -0.340  -0.997
F  -3.534  -1.667  -1.025
F  -3.398  0.079  -2.270
C  -4.643  0.258  -0.205
F  -4.265  1.475  0.146
F  -4.759  -0.512  0.858
C  -5.912  0.270  -1.083
F  -5.829  1.232  -1.969
F  -6.017  -0.833  -1.784
S  -7.557  0.498  -0.173
F  -6.864  1.218  1.046
F  -7.461  -0.933  0.486
F  -8.341  -0.175  -1.405
F  -7.814  1.902  -0.889
F  -8.950  0.699  0.557
C  1.219  -2.568  0.601
C  0.424  -2.112  1.825
O  -0.673  -2.450  1.992
Br  1.210  -0.971  3.219
H  4.529  -4.023  0.385
H  3.267  -5.352  0.435
H  4.677  -5.470  -0.594
H  3.435  -4.708  -2.267
H  2.128  -4.265  -1.183
H  -0.319  -2.403  -3.390
H  0.800  -3.720  -3.659
H  0.365  -3.313  -2.002
H  2.676  -4.239  -4.455
H  3.687  -3.211  -5.554
H  4.136  -3.417  -3.884
H  5.698  0.337  -0.094
H  5.348  -1.390  -0.291
H  4.337  -1.557  1.892
H  4.315  0.230  2.079
H  6.135  -1.454  3.141
H  6.546  0.227  2.793
H  7.510  -2.994  2.550
H  8.641  -1.612  2.854
H  8.727  -2.583  1.315
H  2.558  1.749  -1.598
H  4.285  1.917  -1.366
H  2.383  2.080  1.071
H  1.687  3.810  -0.697
H  3.391  4.178  -0.906
H  2.620  4.628  0.621
H  0.506  0.369  -0.003
H  0.701  0.091  -1.717
H  -1.152  -1.922  -0.380
H  -1.213  -1.088  -1.931
H  2.171  -2.973  0.967
H  0.663  -3.416  0.178
O  3.282  6.745  0.518
C  4.203  7.342  0.044
O  3.996  8.561  -0.517
C  5.049  9.417  -0.955
C  5.505  9.066  -2.357
C  5.579  6.721  -0.021
H  5.872  9.420  -0.237
H  4.631  10.425  -0.952
H  5.913  8.057  -2.405
H  6.271  9.765  -2.698
H  4.662  9.103  -3.048
H  5.625  6.053  -0.881
H  5.733  6.140  0.886
H  6.392  7.442  -0.076
O  4.686  1.229  4.653
C  5.260  2.129  5.193
O  6.407  2.606  4.665
C  7.074  3.779  5.120
C  7.979  3.480  6.299
C  4.767  2.689  6.508
H  6.360  4.576  5.333
H  7.678  4.120  4.279
H  7.413  3.117  7.158
H  8.526  4.376  6.600
H  8.696  2.701  6.037
H  5.113  2.048  7.319
H  3.679  2.690  6.490
H  5.077  3.715  6.699
O  -5.626  -3.437  -7.736
C  -6.129  -2.456  -7.258
O  -5.395  -1.649  -6.468
C  -5.850  -0.378  -5.996
C  -6.697  -0.526  -4.749
C  -7.597  -2.155  -7.449
H  -6.367  0.169  -6.787
H  -4.952  0.192  -5.762
H  -7.598  -1.109  -4.946
H  -6.995  0.451  -4.367
H  -6.141  -1.050  -3.977
H  -8.175  -2.739  -6.734
H  -7.879  -2.447  -8.459
H  -7.853  -1.104  -7.346
O  -10.867  -2.476  -5.927
C  -10.821  -3.363  -5.117
O  -11.527  -4.490  -5.330
C  -11.410  -5.666  -4.523
C  -12.288  -5.583  -3.292
C  -10.056  -3.201  -3.824
H  -10.366  -5.867  -4.279
H  -11.745  -6.489  -5.153
H  -11.995  -4.757  -2.643
H  -12.231  -6.509  -2.718
H  -13.326  -5.411  -3.579
H  -10.672  -2.650  -3.114
H  -9.152  -2.631  -4.029
H  -9.738  -4.139  -3.375
O  0.515  5.074  1.786
C  -0.664  4.947  1.950
O  -1.335  3.987  1.277
C  -2.698  3.646  1.532
C  -3.646  4.561  0.783
C  -1.435  5.901  2.838
H  -2.898  3.624  2.606
H  -2.820  2.631  1.177
H  -3.541  5.599  1.100
H  -4.682  4.255  0.943
H  -3.432  4.530  -0.287
H  -1.659  6.806  2.274
H  -0.806  6.156  3.689
H  -2.356  5.488  3.243
O  3.619  -4.451  4.124
C  2.800  -4.785  4.932
O  2.313  -3.879  5.805
C  1.219  -4.124  6.686
C  1.675  -4.808  7.959
C  2.363  -6.228  5.050
H  0.426  -4.675  6.177
H  0.811  -3.144  6.928
H  2.109  -5.788  7.757
H  0.837  -4.937  8.646
H  2.446  -4.214  8.452
H  3.098  -6.774  5.641
H  2.321  -6.654  4.050
H  1.375  -6.361  5.488

Calculated values
Multiplicity   1
HOMO level   -4.10 eV
F_max   0.0829 Eh/bohr
Energy   -7965.33869 hartree
Kohn-Sham gap   5.492 eV
Lowest unoccupied orbital energy   0.051 hartree
Charge   -1